Entry 1:
{"formula": "C3H4N3O2S", "method": "wB97M-V/def2-TZVPD", "relative_energy_kj_mol": 50.90, "multiplicity": 1, "mol_weight_g_mol": 146.2, "total_charge": -1, "total_energy_ha": -829.6889, "homo_lumo_gap_ev": 7.82, "species": ["C", "C", "C", "N", "N", "N", "O", "O", "S", "H", "H", "H", "H"], "xyz": [[-1.050145, -0.683028, -0.994089], [0.265569, 0.743310, -0.050289], [0.837151, -0.490334, 0.233776], [-0.904390, 0.591776, -0.704139], [0.007415, -1.375816, -0.415146], [0.581994, 2.018018, 0.454014], [1.784851, -1.210388, 2.483454], [2.388921, -2.536766, 0.444534], [2.423761, -1.210179, 1.142700], [-1.797697, -1.056631, -1.534596], [0.200855, -2.361256, -0.688019], [0.517884, 1.888480, 1.490045], [-0.171681, 2.572595, 0.210143]], "forces_ev_per_angstrom": [[4.54, 1.63, 3.20], [-0.14, -1.38, 0.88], [1.00, 0.19, -1.06], [-0.99, 0.34, -1.17], [-1.23, -1.05, -1.47], [1.86, -1.37, 2.30], [0.69, -0.26, 0.45], [0.37, 0.17, 0.41], [-2.34, 0.09, -0.94], [-2.73, -1.76, -1.95], [0.32, 1.26, 1.01], [0.38, 0.58, -1.04], [-1.73, 1.56, -0.61]]}

=====

Entry 2:
{"formula": "C59H91O43", "method": "wB97M-V/def2-TZVPD", "multiplicity": 1, "mol_weight_g_mol": 1488.3, "total_charge": -1, "total_energy_ha": -5538.2626, "homo_lumo_gap_ev": 7.35, "species": ["C", "C", "C", "O", "H", "H", "H", "H", "H", "H", "H", "C", "C", "C", "O", "C", "O", "O", "H", "H", "H", "H", "H", "H", "C", "C", "C", "O", "C", "O", "O", "H", "H", "H", "H", "H", "H", "C", "C", "C", "O", "C", "O", "O", "H", "H", "H", "H", "H", "H", "C", "C", "C", "O", "C", "O", "O", "H", "H", "H", "H", "H", "H", "C", "C", "C", "O", "C", "O", "O", "H", "H", "H", "H", "H", "H", "C", "C", "C", "O", "C", "O", "O", "H", "H", "H", "H", "H", "H", "C", "C", "C", "O", "C", "O", "O", "H", "H", "H", "H", "H", "H", "C", "C", "C", "O", "C", "O", "O", "H", "H", "H", "H", "H", "H", "C", "C", "C", "O", "C", "O", "O", "H", "H", "H", "H", "H", "H", "C", "C", "C", "O", "C", "O", "O", "H", "H", "H", "H", "H", "H", "C", "C", "C", "O", "C", "O", "O", "H", "H", "H", "H", "H", "H", "C", "C", "C", "O", "C", "O", "O", "H", "H", "H", "H", "H", "H", "C", "C", "C", "O", "C", "O", "O", "H", "H", "H", "H", "H", "H", "C", "C", "C", "O", "C", "O", "O", "H", "H", "H", "H", "H", "H"], "xyz": [[1.129201, 0.595678, 0.137665], [-0.274899, 0.539848, -0.469055], [-0.827849, -0.887532, -0.554935], [-1.221739, 1.348518, 0.127915], [1.569581, 1.592708, 0.147765], [1.765931, -0.099152, -0.409955], [1.114671, 0.265418, 1.176325], [-0.129679, 0.771028, -1.524305], [-0.152159, -1.563622, -1.078795], [-1.691559, -0.906202, -1.219585], [-1.030559, -1.242982, 0.455345], [-4.912449, -5.266532, 0.821035], [-4.442539, -4.531092, -0.411025], [-2.928709, -4.404122, -0.388145], [-2.591629, -4.803612, -1.713185], [-3.621419, -5.493732, -2.259725], [-3.567609, -6.117742, -3.301935], [-4.712089, -5.438772, -1.415585], [-4.833779, -4.742952, 1.773805], [-4.357689, -6.203942, 0.861305], [-5.951479, -5.588762, 0.752645], [-4.955529, -3.575442, -0.519115], [-2.536819, -5.092202, 0.360905], [-2.624739, -3.376472, -0.189095], [-1.771409, -1.862272, 3.643515], [-3.151579, -1.438892, 3.587175], [-3.324739, -0.079962, 2.889055], [-4.601549, -0.200772, 2.390275], [-4.955109, -1.432772, 2.244725], [-6.035499, -1.887452, 1.785105], [-3.988329, -2.214132, 2.717535], [-1.157959, -1.190642, 4.244095], [-1.193219, -1.876462, 2.719615], [-1.616549, -2.822412, 4.135705], [-3.595639, -1.599702, 4.569545], [-2.621469, 0.004788, 2.060605], [-3.252749, 0.721318, 3.624485], [2.213231, -2.869542, 3.166855], [3.527001, -2.081452, 3.079105], [3.624161, -1.265412, 1.780565], [3.561601, 0.087018, 2.253345], [3.644941, 0.100498, 3.596445], [3.847641, 1.048168, 4.278305], [3.523921, -1.140672, 4.095745], [2.131911, -3.685612, 2.448855], [1.416291, -2.145052, 2.999215], [2.002741, -3.278132, 4.155215], [4.382181, -2.737752, 3.240505], [2.765951, -1.415832, 1.125635], [4.563261, -1.476882, 1.269215], [-6.586749, -2.804412, -3.531405], [-6.164619, -2.065002, -4.805035], [-5.086249, -2.740492, -5.679455], [-5.891389, -3.221602, -6.721515], [-7.144249, -2.764542, -6.681345], [-8.007079, -2.971702, -7.557165], [-7.282599, -1.959492, -5.649595], [-7.584229, -2.451732, -3.269195], [-5.764559, -2.800542, -2.815805], [-6.749369, -3.863122, -3.733355], [-5.869939, -1.024492, -4.668685], [-4.740669, -3.571202, -5.064155], [-4.368739, -2.048932, -6.121065], [-3.788089, 5.014958, 2.001315], [-3.362889, 4.452278, 0.655455], [-4.237529, 3.343438, 0.132205], [-4.371819, 3.692098, -1.241085], [-4.081869, 4.893978, -1.442045], [-4.375429, 5.403688, -2.501215], [-3.533629, 5.453858, -0.360195], [-3.188589, 5.877468, 2.292465], [-3.738919, 4.163598, 2.680195], [-4.823349, 5.352028, 1.949255], [-2.361919, 4.022588, 0.694705], [-5.152659, 3.322378, 0.723975], [-3.710549, 2.390758, 0.185075], [0.321811, 1.360908, 3.993515], [0.457441, 2.896668, 3.745075], [-0.653259, 3.332988, 2.839875], [-1.081449, 4.555528, 3.397375], [-0.599099, 4.674048, 4.641975], [-0.999499, 5.490488, 5.437725], [0.194211, 3.567778, 4.942515], [-0.698209, 1.176198, 4.330475], [1.114611, 1.125368, 4.703495], [0.352821, 0.822698, 3.046165], [1.424431, 3.271028, 3.409095], [-1.524659, 2.679818, 2.885995], [-0.182809, 3.418578, 1.860355], [2.060371, -4.848242, -2.829645], [2.001141, -4.870902, -1.361995], [0.633181, -4.402792, -0.792325], [0.388101, -5.435422, 0.178805], [1.269231, -6.411362, 0.157155], [1.350001, -7.312982, 0.977845], [2.166881, -6.140772, -0.856465], [1.786501, -3.923762, -3.338015], [1.468621, -5.645652, -3.279155], [3.080081, -5.117852, -3.104605], [2.798801, -4.282032, -0.909155], [-0.093159, -4.360332, -1.603945], [0.702701, -3.430662, -0.304235], [1.147951, -0.527162, -4.427825], [2.682531, -0.562822, -4.233985], [3.385391, 0.613788, -3.576065], [4.110841, -0.023792, -2.489695], [3.815851, -1.303772, -2.492815], [4.323611, -2.083962, -1.680525], [2.842491, -1.614882, -3.341545], [0.834791, 0.301768, -5.062575], [0.592871, -0.481142, -3.490875], [0.714801, -1.454002, -4.803925], [3.086211, -0.786442, -5.221485], [2.550441, 1.182678, -3.167015], [3.850311, 1.364338, -4.215295], [0.499961, -5.733642, 4.660545], [-0.661999, -5.636942, 3.659535], [-1.191819, -7.001112, 3.144245], [-2.575459, -6.946202, 3.373285], [-2.863059, -5.752522, 4.021245], [-3.969629, -5.423932, 4.444165], [-1.810799, -5.058072, 4.253205], [0.765201, -4.720622, 4.963105], [1.326821, -6.295362, 4.225945], [0.205791, -6.331962, 5.522855], [-0.207549, -5.100322, 2.826695], [-0.720259, -7.870032, 3.603275], [-0.906049, -7.071352, 2.094715], [5.066781, 3.079268, -0.161355], [4.180731, 4.217868, -0.652405], [4.991371, 5.413788, -1.011965], [4.429351, 5.925698, -2.190965], [3.679711, 5.004908, -2.705465], [3.159961, 5.070428, -3.824035], [3.582081, 3.940898, -1.888365], [4.415601, 2.284458, 0.202425], [5.706891, 3.403358, 0.659215], [5.748191, 2.762728, -0.951025], [3.309251, 4.419668, -0.029585], [6.051421, 5.208138, -1.160635], [4.881351, 6.126088, -0.194265], [6.636121, 0.161698, 0.294575], [7.269411, -0.715022, -0.831925], [7.160231, -0.117472, -2.259935], [8.538281, -0.180162, -2.713495], [9.353791, -0.687122, -1.757525], [10.561821, -0.828342, -1.826195], [8.637271, -0.836572, -0.597955], [7.175601, 1.096038, 0.139395], [6.756521, -0.110322, 1.343195], [5.560261, 0.311778, 0.204565], [6.892821, -1.737452, -0.862455], [6.899351, 0.936478, -2.163815], [6.537471, -0.685312, -2.951195], [-4.786409, -0.076402, -0.990475], [-4.476879, 0.086688, -2.445135], [-3.382879, 1.140608, -2.847635], [-2.604919, 0.478528, -3.776355], [-2.860019, -0.851942, -3.782295], [-2.237899, -1.733332, -4.365225], [-3.932769, -1.054812, -3.021455], [-5.749339, -0.549572, -0.798185], [-4.871909, 0.905188, -0.524335], [-3.996089, -0.660452, -0.518925], [-5.364149, 0.293988, -3.043365], [-2.790429, 1.448388, -1.986015], [-3.852139, 2.075778, -3.153165], [-0.248609, 3.349708, -3.547865], [-0.741819, 3.986748, -2.248165], [0.272161, 4.094778, -1.122245], [0.534881, 5.405178, -0.972105], [-0.367239, 6.093758, -1.766045], [-0.568239, 7.309878, -1.642255], [-0.948309, 5.335858, -2.591615], [-0.119919, 2.288868, -3.333055], [0.772481, 3.611648, -3.825075], [-0.906679, 3.526308, -4.398665], [-1.629469, 3.527488, -1.813125], [1.190411, 3.582158, -1.408825], [-0.130059, 3.660518, -0.206975], [2.304021, 6.403788, 2.088765], [3.368971, 6.494508, 3.120555], [2.849571, 6.442358, 4.524345], [3.653741, 5.445848, 5.173635], [4.469121, 4.901258, 4.202795], [5.306011, 4.013078, 4.441645], [4.175131, 5.384508, 2.988825], [2.678471, 6.716368, 1.113985], [1.428571, 7.017998, 2.299515], [1.894451, 5.394998, 2.036905], [4.056791, 7.336798, 3.045925], [1.774621, 6.261988, 4.530925], [2.901301, 7.439398, 4.961765]], "forces_ev_per_angstrom": [[-0.38, -0.45, 0.27], [-1.26, 0.38, 0.35], [0.66, -0.11, -0.33], [0.49, 0.17, 0.10], [-0.08, 0.11, -0.23], [0.40, 0.04, -0.14], [-0.09, -0.10, 0.17], [0.20, 0.60, -0.91], [0.48, -0.27, 0.17], [-0.45, 0.19, 0.48], [-0.29, -0.25, 0.00], [-0.57, -0.28, 0.89], [-0.39, 0.10, 2.89], [-0.78, 0.46, -0.06], [0.31, -0.21, -0.44], [-0.34, -1.29, -1.11], [-0.20, 1.42, 2.06], [0.94, -0.43, -3.15], [0.27, 0.21, -0.13], [0.21, 0.01, 0.21], [-0.14, 0.32, -0.26], [-0.07, 0.03, -0.41], [0.44, -0.03, -0.21], [0.30, -0.12, -0.18], [2.88, -1.11, 0.38], [-0.87, 0.63, -0.63], [1.40, -0.72, 1.72], [-2.31, 2.81, -0.95], [-3.81, -3.50, -1.28], [3.74, 1.99, 1.20], [0.35, -1.62, -0.19], [-0.36, 0.42, 0.31], [-0.54, -0.07, -0.51], [-0.33, -0.05, -0.17], [-0.16, 0.77, 0.20], [0.28, 0.37, -0.01], [-0.10, 0.28, -0.39], [-0.12, 0.33, 0.13], [-0.95, -1.85, -0.62], [-0.13, -0.18, 0.35], [0.36, 0.01, -0.28], [0.53, 0.16, 0.40], [-0.39, 0.51, -0.15], [0.13, 0.72, 0.85], [0.13, 0.08, -0.16], [-0.22, -0.02, -0.28], [0.50, 0.03, 0.04], [0.08, -0.01, -0.19], [0.20, -0.12, -0.07], [-0.12, 0.34, -0.18], [0.33, -0.30, -1.05], [0.78, 0.97, 0.75], [-1.33, 0.18, 1.16], [-0.18, -1.52, -1.54], [-2.21, -0.35, -3.55], [2.65, 0.41, 2.87], [-1.35, 0.18, -0.05], [0.41, 0.39, 0.76], [-0.48, 0.50, 0.41], [0.11, -0.19, -0.42], [-0.04, -0.10, 0.73], [0.91, 0.02, -0.60], [0.32, -0.33, 0.47], [-0.15, -0.24, -0.72], [-0.13, 0.30, 0.52], [0.66, -0.59, 0.71], [-1.63, -5.38, 1.25], [-0.43, 4.07, -2.54], [0.94, 0.60, 1.01], [0.86, 0.78, 0.00], [0.18, -0.41, 0.21], [0.16, 0.35, 0.50], [-0.11, -0.08, -0.09], [0.49, 0.67, -0.22], [-0.57, -0.13, -0.70], [-0.08, -0.04, 0.07], [0.59, 1.52, -0.41], [-0.48, -2.05, -0.03], [0.42, -0.28, -0.51], [0.52, 1.26, -0.18], [-1.32, -0.71, 1.81], [1.29, -0.82, -1.05], [-0.86, 2.24, 0.90], [0.18, 0.12, 0.62], [-0.29, -0.69, -0.03], [0.58, 0.00, -0.04], [0.25, -0.59, -0.27], [0.24, -0.28, -0.52], [-0.97, 0.20, -0.32], [0.78, -0.83, -1.65], [-0.80, 2.38, 0.83], [1.24, -0.41, -0.47], [-1.89, 0.80, 0.65], [1.93, -0.68, 0.44], [-0.32, 1.59, -1.95], [-0.32, -3.02, 1.45], [0.08, 0.13, 0.49], [-0.41, -0.03, 0.25], [0.16, 0.29, -0.26], [0.10, 0.37, -0.25], [-0.45, -0.34, 0.42], [-0.14, -0.21, 0.15], [-0.16, 0.66, 0.17], [-2.23, 0.26, -2.08], [-2.45, 0.43, 0.65], [0.52, 1.68, -1.34], [0.82, -2.62, 3.13], [-1.07, 1.36, -1.82], [1.56, -1.22, 0.73], [-0.05, -0.04, -0.04], [0.37, 0.63, 0.42], [0.63, -0.10, -0.62], [0.50, -0.37, 0.09], [0.20, 0.26, 0.77], [1.08, -0.73, 0.15], [-1.04, -0.41, 0.13], [1.92, -1.61, 0.25], [1.46, 0.50, -0.50], [-0.87, 1.22, 0.43], [-4.60, -1.45, 1.03], [2.31, -1.09, -1.45], [2.35, 1.62, -0.11], [0.27, -0.26, 0.12], [0.13, 0.41, -0.30], [-0.16, 0.22, 0.23], [-0.95, 0.67, -0.22], [-0.26, 0.05, 0.49], [-0.62, -0.12, -0.18], [-0.75, 0.27, 0.18], [0.44, -0.66, 0.40], [0.71, 1.30, 1.84], [0.74, 1.46, 0.36], [-2.29, -1.11, -4.04], [1.08, -0.35, 2.81], [-0.68, -1.08, -1.77], [0.34, -0.27, -0.12], [-0.21, 0.15, 0.20], [-0.29, -0.17, -0.16], [0.45, 0.20, 0.73], [-0.02, -0.14, -0.12], [0.29, 0.40, -0.23], [0.45, 0.05, -1.00], [-1.96, -0.69, 0.62], [1.12, 0.12, 0.99], [0.15, -0.55, -0.20], [1.52, 0.93, 0.92], [-2.71, 0.02, -0.23], [1.84, -0.11, -0.55], [-0.33, 0.40, 0.38], [0.58, -0.61, -0.24], [0.11, 0.03, -0.59], [-0.44, 0.05, 0.20], [-0.23, -0.02, -0.49], [0.06, 0.24, 0.23], [-0.24, 0.03, 0.28], [0.16, 1.96, -0.95], [-1.61, 0.69, 2.44], [1.37, -0.82, -1.71], [0.98, -0.70, -0.60], [-1.29, 2.26, 1.16], [0.29, -2.88, -0.07], [0.07, -0.28, -0.20], [0.24, -0.10, 0.00], [0.07, 0.20, 0.17], [-0.34, 0.20, 0.26], [0.42, -0.43, 0.28], [0.13, -0.23, -0.91], [0.32, -1.23, 0.81], [0.69, -0.93, -1.19], [0.42, -3.36, -0.06], [-0.31, 3.40, -0.21], [0.97, 5.95, 2.69], [0.94, -3.15, -0.34], [-2.06, -0.67, -1.33], [-0.53, -0.40, -0.29], [-0.01, 0.84, 0.18], [-0.12, -0.12, 0.24], [-0.33, 0.03, -0.56], [0.09, -0.29, 0.17], [0.03, -0.22, -0.01], [-0.76, 0.67, -0.87], [-0.42, 1.30, -0.16], [-0.77, 0.56, 0.48], [0.33, 0.37, -1.14], [2.20, -3.56, 1.88], [-2.76, 3.27, -0.95], [1.53, -1.88, 0.32], [-0.13, -0.22, -0.13], [0.15, 0.34, 0.12], [0.28, -0.19, -0.03], [-0.35, 0.46, -0.47], [0.02, -0.93, 0.29], [0.59, -0.20, 0.53]]}

=====

Entry 3:
{"formula": "C3H3ClFO3", "method": "wB97M-V/def2-TZVPD", "multiplicity": 1, "mol_weight_g_mol": 141.5, "total_charge": -1, "total_energy_ha": -901.9972, "homo_lumo_gap_ev": 7.18, "species": ["Cl", "C", "C", "O", "C", "O", "O", "F", "H", "H", "H"], "xyz": [[3.626726, 0.930902, 1.634385], [0.446220, -0.017080, 0.418983], [-0.930713, -0.633559, 0.427245], [-1.410497, -0.477703, -0.885442], [-0.622825, 0.422864, -1.539137], [-0.815933, 0.820523, -2.645121], [0.401134, 0.806323, -0.795519], [-1.765834, -0.006474, 1.327950], [1.191589, -0.765547, 0.144935], [0.762766, 0.615734, 1.240589], [-0.882633, -1.695984, 0.671131]], "forces_ev_per_angstrom": [[-0.21, -0.10, 0.00], [0.51, 0.38, -1.72], [0.35, -0.24, 0.35], [-0.11, -0.16, 0.52], [0.51, 0.78, -0.44], [-0.52, -0.28, -0.16], [-0.18, -0.12, 0.81], [-0.08, -0.12, -0.37], [0.11, -0.01, 0.76], [0.02, -0.23, 0.18], [-0.41, 0.09, 0.07]]}

=====

Entry 4:
{"formula": "C4H6N2O", "method": "wB97M-V/def2-TZVPD", "relative_energy_kj_mol": 368.60, "multiplicity": 1, "mol_weight_g_mol": 98.1, "total_energy_ha": -340.6545, "homo_lumo_gap_ev": 9.19, "species": ["C", "C", "C", "N", "C", "O", "N", "H", "H", "H", "H", "H", "H"], "xyz": [[2.705098, 0.728918, 0.123336], [0.638907, -0.118079, -0.485072], [-0.302736, -1.002652, -0.236965], [-1.639362, -0.740910, 0.139324], [-2.219237, 0.445964, -0.058119], [-3.516407, 0.300587, 0.290744], [1.605889, 0.550697, -0.826542], [2.375893, 1.316745, 0.991051], [3.542992, 1.223030, -0.376390], [3.037405, -0.266095, 0.437378], [-0.100606, -2.025122, -0.527024], [-2.180908, -1.555068, 0.430659], [-3.946931, 1.141983, 0.097615]], "forces_ev_per_angstrom": [[0.24, 0.00, 0.07], [0.36, 0.06, -0.17], [0.16, -0.01, -0.41], [-0.13, 0.46, -0.11], [-0.08, -0.64, 0.16], [0.05, 0.28, -0.09], [-0.71, -0.37, 0.22], [0.19, -0.17, -0.23], [-0.25, 0.02, 0.13], [0.04, 0.23, 0.20], [0.08, 0.00, 0.06], [0.01, 0.28, 0.03], [0.07, -0.15, 0.12]]}

=====

What is the multiplicity in the first record?
1

=====

What is the multiplicity in the second record?
1